(1)
C43H48CaF3N8O3P2S2 | wB97M-V/def2-TZVPD

Computed properties:
**E_HOMO**: -10.7 eV
**ΔE to the lowest compared entry with this formula, charge and spin**: 6.4 kcal/mol
**Gap between HOMO and LUMO**: 8.94 eV
**Net charge**: +1

Atoms and positions in Å:
1 Ca -0.3610 -0.5973 0.1630
2 S 4.3922 -5.8259 -5.1885
3 S 0.5442 -2.2267 2.3418
4 P -0.0776 2.4348 1.0379
5 P -2.7890 1.9700 1.8800
6 F 2.4728 -1.3671 3.8754
7 F 2.4591 -3.5062 3.5508
8 F 1.0087 -2.6040 4.8809
9 O 1.4275 -1.9726 1.1900
10 O -0.2240 -1.0100 2.6313
11 O -0.2235 -3.4370 2.2577
12 N 1.3489 0.4960 -1.3743
13 N 4.5778 -9.5112 -2.5144
14 N -0.3833 -2.7510 -1.1099
15 N 2.3826 -2.6469 -2.6100
16 N -1.8899 -0.4012 -1.8732
17 N -2.7367 -1.3219 0.6947
18 N 2.9446 1.5047 -2.4902
19 N -1.6436 3.0734 1.2324
20 C 3.3025 -7.9514 -3.8096
21 C 2.1378 3.1220 5.0094
22 C 2.9667 -3.7070 -2.0457
23 C -5.6616 3.9639 -0.3033
24 C -1.4206 -2.8527 -2.1362
25 C 0.7981 2.7460 2.6028
26 C -6.8220 3.3408 0.1245
27 C 1.2530 4.0909 4.5488
28 C 3.5894 -4.7171 -2.7550
29 C 2.0644 3.8651 -0.0468
30 C -2.0822 1.7447 4.5165
31 C 0.6554 1.9016 -3.3505
32 C 3.5982 -4.6456 -4.1442
33 C 2.9863 -3.5512 -4.7472
34 C 2.5752 0.2179 -0.7826
35 C 3.4181 -9.0640 -2.9920
36 C 2.6613 4.7491 -0.9315
37 C 5.6744 -7.7099 -3.6515
38 C 5.6764 -8.8454 -2.8496
39 C -0.0872 4.3921 -0.9787
40 C 2.3530 1.9679 4.2729
41 C 0.6829 3.6782 -0.0631
42 C -2.8726 2.4705 3.6266
43 C -1.6402 -1.5047 -2.8148
44 C -2.6945 3.2441 6.2890
45 C -4.3561 2.5943 1.1919
46 C -6.7558 2.3391 1.0864
47 C 1.8867 5.4652 -1.8359
48 C -3.5832 3.5803 4.0803
49 C 1.6159 1.2828 -2.3966
50 C -4.4312 3.5914 0.2263
51 C 3.5680 0.8408 -1.4609
52 C -3.4926 3.9648 5.4089
53 C -5.5308 1.9657 1.6116
54 C -1.9905 2.1344 5.8448
55 C 1.6912 -2.4437 3.7560
56 C 0.5904 3.9051 3.3487
57 C -3.7430 -1.1771 -0.3691
58 C 4.4592 -7.2561 -4.1347
59 C -3.2865 -0.2028 -1.4552
60 C 0.5105 5.2895 -1.8536
61 C 1.6776 1.7776 3.0738
62 C 2.4058 -2.5891 -3.9411
63 H 2.6552 3.2680 5.9483
64 H 6.6089 -9.2301 -2.4535
65 H -1.7280 4.0441 1.5220
66 H -3.5280 4.0799 -0.1169
67 H 2.5369 -9.6295 -2.7124
68 H 0.5443 -2.6718 -1.5340
69 H -1.5276 0.8804 4.1640
70 H -0.7332 -1.2511 -3.3700
71 H -7.7784 3.6334 -0.2875
72 H -7.6601 1.8527 1.4273
73 H 1.9298 -1.7235 -4.3912
74 H 2.6622 -0.4359 0.0688
75 H -3.3646 0.8168 -1.0682
76 H 0.8315 2.9752 -3.4209
77 H -4.0471 4.8250 5.7603
78 H 0.7484 1.4694 -4.3483
79 H 2.6734 3.3292 0.6722
80 H 4.6333 0.8589 -1.3199
81 H 3.0324 1.2083 4.6354
82 H -5.4849 1.1898 2.3694
83 H 2.9575 -3.4563 -5.8246
84 H -0.0978 4.6671 2.9993
85 H -3.9751 -0.2797 -2.3064
86 H -1.3731 1.5709 6.5316
87 H 2.3523 6.1709 -2.5113
88 H -1.1787 -3.5839 -2.9155
89 H -0.3664 -3.5689 -0.5099
90 H -4.2130 4.1398 3.3983
91 H -2.9875 -0.7825 1.5150
92 H -0.3651 1.7680 -3.0039
93 H -2.4550 -1.5979 -3.5433
94 H 1.0803 4.9888 5.1272
95 H -1.1615 4.2534 -0.9979
96 H 2.9418 -3.7388 -0.9610
97 H -2.6571 -2.2885 0.9942
98 H 3.3866 2.1078 -3.1624
99 H -2.6280 3.5462 7.3259
100 H -0.0999 5.8558 -2.5455
101 H -5.7118 4.7467 -1.0489
102 H 1.8216 0.8603 2.5144
103 H -1.5847 0.4534 -2.3193
104 H 2.3388 -7.6353 -4.1851
105 H -4.6931 -0.8053 0.0236
106 H 3.7333 4.8972 -0.9011
107 H 4.0526 -5.5410 -2.2308
108 H 6.5949 -7.1948 -3.8882
109 H -2.3403 -3.1962 -1.6638
110 H -3.9534 -2.1547 -0.8005

(2)
C43H48N2NiO3P2 | wB97M-V/def2-TZVPD

Computed properties:
**Multiplicity**: 3
**E_HOMO (spin up / spin down)**: -7.7 / -7.7 eV
**ΔE to the lowest compared entry with this formula, charge and spin**: 12.4 kcal/mol
**Gap between HOMO and LUMO (spin up / spin down)**: 7.65 / 7.31 eV

Atoms and positions in Å:
1 Ni 2.0473 -2.5072 0.2299
2 P -1.8122 5.2149 0.5988
3 P -4.3389 3.5277 1.5609
4 O 2.8680 -5.5916 0.0109
5 O 4.8266 -1.4964 0.4781
6 O 7.4607 -5.0794 1.1961
7 N 3.7475 -3.5577 0.4213
8 N 6.0786 -3.3760 0.7289
9 C -5.0895 1.3077 -0.0566
10 C 6.3380 -4.7280 0.8537
11 C 2.7864 -1.9771 -2.1389
12 C -1.5262 7.0195 0.3301
13 C 1.5896 -1.3809 -2.8432
14 C -7.1591 3.2986 2.1653
15 C 5.5124 -6.5558 -0.7310
16 C -5.4372 -0.0371 -0.2289
17 C 6.6758 -7.5217 -0.5471
18 C 0.2941 -2.6967 -1.1307
19 C 5.0250 -6.6466 1.7744
20 C 4.2050 -7.9189 1.5820
21 C -6.1490 5.5075 2.2914
22 C -0.5830 9.0841 1.1979
23 C -0.9024 9.7345 -0.0021
24 C -8.5313 5.2434 2.6384
25 C -7.3973 6.0646 2.5579
26 C 5.1954 -5.7042 0.5392
27 C -5.3220 -0.9352 0.8375
28 C 2.6786 -4.3191 -3.0674
29 C 1.5378 4.2456 -1.6749
30 C -3.1537 4.8448 -0.5585
31 C -0.4599 4.3588 -0.3087
32 C -0.5104 2.9500 -0.2812
33 C 0.5553 5.0032 -1.0256
34 C 1.3018 -2.9538 1.8869
35 C 0.6571 -3.9289 -1.6261
36 C -1.9485 7.6999 -0.8200
37 C 4.8453 -2.7226 0.5376
38 C 1.1265 -4.2072 -2.9954
39 C -4.8458 -0.4922 2.0803
40 C -0.8886 7.7348 1.3672
41 C 3.8712 -4.9164 0.3131
42 C -1.5885 9.0419 -1.0055
43 C 0.2761 -1.4981 -2.0602
44 C 1.5024 2.8456 -1.6236
45 C -4.5035 0.8470 2.2578
46 C 0.4681 2.2010 -0.9300
47 C 3.3865 -3.1303 -2.5288
48 C -8.4079 3.8630 2.4471
49 C -4.6685 1.7632 1.1982
50 C -4.2961 4.2619 -0.0930
51 C -6.0287 4.1221 2.0693
52 H 0.4305 1.1114 -0.8972
53 H 4.5650 -6.0276 2.5640
54 H -0.4001 -2.6395 -0.2855
55 H -2.5493 7.1874 -1.5690
56 H -7.0796 2.2259 1.9888
57 H -9.2880 3.2225 2.5028
58 H -5.2653 6.1445 2.2129
59 H 0.5887 -4.7975 -0.9754
60 H 2.1573 -3.0245 2.5837
61 H 0.7908 -3.9331 1.8292
62 H -0.6315 7.2186 2.2920
63 H -2.9740 5.0765 -1.6179
64 H 4.5873 -7.1093 -0.9630
65 H -9.5098 5.6860 2.8340
66 H -5.6049 -1.9818 0.7047
67 H 0.6048 -2.1617 2.2102
68 H 3.3484 -7.7530 0.9141
69 H 0.7612 -3.4604 -3.7134
70 H 3.3417 -1.2577 -1.5084
71 H 3.0075 -4.4898 -4.1094
72 H 3.8378 -8.1962 2.5765
73 H -0.6290 10.7818 -0.1478
74 H 6.3343 -8.4453 -0.0669
75 H 2.2722 2.2531 -2.1263
76 H -4.7513 -1.1928 2.9139
77 H 5.6963 -5.8713 -1.5775
78 H 1.7899 -0.3092 -2.9927
79 H -0.0868 9.6328 1.9999
80 H 6.0374 -6.9084 2.1252
81 H 7.4644 -7.0648 0.0647
82 H 2.9722 -5.2147 -2.4838
83 H 0.7131 -5.1770 -3.3183
84 H -4.1261 1.1996 3.2179
85 H -7.4872 7.1438 2.6891
86 H -5.2417 4.2550 -0.6520
87 H 6.8603 -2.7491 0.8917
88 H 2.3354 4.7468 -2.2263
89 H -1.8522 9.5430 -1.9384
90 H 4.8134 -8.7574 1.2157
91 H 4.4740 -3.2288 -2.4658
92 H 1.4648 -1.8099 -3.8500
93 H -0.5684 -1.5677 -2.7666
94 H 0.5723 6.0912 -1.0921
95 H -5.8018 -0.3796 -1.1998
96 H 0.1159 -0.5844 -1.4737
97 H -1.3321 2.4459 0.2321
98 H -5.1590 2.0000 -0.8921
99 H 7.0919 -7.7794 -1.5265

(3)
C43H49BrIrN6O5SSi2 | wB97M-V/def2-TZVPD

Computed properties:
**Multiplicity**: 6
**E_HOMO (spin up / spin down)**: -4.5 / -7.1 eV
**ΔE to the lowest compared entry with this formula, charge and spin**: 0.0 kcal/mol
**Gap between HOMO and LUMO (spin up / spin down)**: 4.39 / 5.37 eV

Atoms and positions in Å:
1 Ir -0.3881 -0.3350 0.0989
2 Br -0.8615 6.6605 3.1992
3 S -2.1741 -1.6915 1.2732
4 Si 3.7693 -0.9441 -3.2619
5 Si -1.2746 0.2239 -2.0793
6 O 0.3258 -0.0037 2.5766
7 O -1.8219 1.1765 0.8158
8 O 4.8855 0.1589 3.5625
9 O 3.5121 -0.3658 -0.6180
10 O 0.5336 2.4667 0.3442
11 N -2.1830 -4.2520 0.4977
12 N -4.0333 0.9453 2.3357
13 N 4.0906 -0.1394 1.4791
14 N -4.6442 2.6625 3.5757
15 N -0.2752 -2.9164 0.0181
16 N 1.8170 -0.2692 0.9366
17 C -5.9686 -0.5727 2.9100
18 C -5.6077 1.6731 3.7491
19 C -1.1355 4.9111 2.5101
20 C -1.5040 -3.0992 0.5342
21 C -0.0840 -2.9649 -4.5490
22 C 2.9862 -0.4031 -4.8538
23 C -1.4183 3.0678 -1.9682
24 C -1.2690 -0.4746 -4.8642
25 C -0.8814 -0.8748 -3.5790
26 C -2.2787 4.2337 2.8427
27 C 0.0060 4.6136 -3.1432
28 C -0.1650 4.3712 1.6838
29 C -0.4734 -2.5447 -5.8124
30 C 1.4865 -0.1511 2.3003
31 C -1.6296 -5.2763 -0.1480
32 C -0.3875 3.0804 1.1673
33 C 3.0614 -0.2710 0.5990
34 C 1.6110 3.2701 -0.1093
35 C 2.6656 -2.8715 2.7866
36 C 0.2692 -3.9567 -0.6130
37 C 3.9732 -2.7916 -3.1630
38 C 2.4658 -1.7950 3.8542
39 C -7.5321 0.4704 4.4466
40 C 0.2957 2.2405 -3.4256
41 C 0.6740 3.5449 -3.7284
42 C -1.5416 2.3505 1.4202
43 C 5.3936 -0.0681 -3.0184
44 C 2.5346 -0.3118 3.3776
45 C -7.1388 -0.6109 3.6713
46 C 2.6438 -0.4173 -1.8122
47 C -0.7580 1.9777 -2.5463
48 C -6.7667 1.6381 4.4973
49 C -1.0427 4.3720 -2.2617
50 C -3.6515 2.2231 2.7039
51 C 2.2271 2.0951 4.1886
52 C 2.2296 0.6139 4.5616
53 C -1.0623 -1.2923 -5.9672
54 C 3.9337 -0.0577 2.8677
55 C -0.3744 -5.1620 -0.7471
56 C -5.2139 0.5845 2.9592
57 C -0.2798 -2.1276 -3.4528
58 C -2.4194 -6.5476 -0.2122
59 C -2.5072 2.9212 2.3287
60 H -3.0060 4.7098 3.4864
61 H 3.5477 -0.7950 -5.7085
62 H 2.5828 -3.8571 3.2447
63 H 4.3179 -3.1071 -2.1728
64 H 1.4631 2.3166 3.4394
65 H -1.7707 -7.4225 -0.2564
66 H -3.4886 0.4366 1.6587
67 H -2.2310 2.8908 -1.2684
68 H 2.2055 2.6542 -0.7765
69 H 2.2302 0.5801 -1.9717
70 H -8.4487 0.4109 5.0208
71 H 2.0076 2.7043 5.0646
72 H -3.0463 -6.5428 -1.1076
73 H -7.7531 -1.5022 3.6555
74 H 1.2539 0.3290 4.9524
75 H -1.7419 0.4942 -5.0024
76 H 1.4852 3.7286 -4.4238
77 H 0.3016 5.6308 -3.3716
78 H 1.8068 -1.0967 -1.6458
79 H -5.6513 -1.4142 2.3070
80 H 1.9060 -2.8136 2.0017
81 H 0.7199 4.9422 1.4556
82 H 1.4818 -1.9156 4.3099
83 H 1.2485 4.1351 -0.6676
84 H 0.0245 -2.4624 -2.4712
85 H 0.0828 -5.9884 -1.2740
86 H 3.2169 -1.9011 4.6388
87 H 2.9846 0.6891 -4.9301
88 H -4.6628 3.5664 4.0039
89 H 0.3725 -3.9419 -4.4162
90 H -1.3683 -0.9580 -6.9519
91 H 5.2408 1.0127 -2.9299
92 H -7.0710 2.4854 5.0999
93 H -3.0757 -6.6115 0.6531
94 H 2.9789 0.4167 5.3282
95 H 3.6540 -2.8119 2.3219
96 H 3.2027 2.4104 3.8065
97 H 0.8190 1.4136 -3.8997
98 H 2.2336 3.6077 0.7241
99 H 5.9104 -0.4116 -2.1178
100 H -1.5656 5.2025 -1.8025
101 H 3.0229 -3.2938 -3.3740
102 H 1.2756 -3.8168 -0.9995
103 H 6.0550 -0.2420 -3.8731
104 H 1.9566 -0.7528 -4.9411
105 H -2.7565 0.2726 -2.0899
106 H 5.0224 -0.0411 1.1033
107 H -0.3228 -3.1864 -6.6729
108 H 4.7047 -3.1412 -3.8983

(4)
C43H49F4N7O5 | wB97M-V/def2-TZVPD

Computed properties:
**E_HOMO**: -8.4 eV
**Gap between HOMO and LUMO**: 8.33 eV

Atoms and positions in Å:
1 F -2.7849 -1.4653 -1.2862
2 F -1.5611 -0.2504 0.1918
3 F -3.0506 1.4265 -0.9491
4 F -3.1566 0.4559 -3.0172
5 O 0.5142 0.4002 -3.8596
6 O 5.0088 -1.2176 -3.6034
7 O -1.0914 -1.1603 -4.2855
8 O 4.5774 -3.2977 -2.5180
9 O 0.6917 1.0940 -0.9942
10 N -0.1290 -2.6077 -1.7864
11 N -4.0437 -4.0478 -6.4822
12 N -6.5633 4.8713 -2.2295
13 N -6.2895 -3.2580 -0.0447
14 N 5.5582 3.4555 7.0680
15 N 2.4291 0.1641 5.3635
16 N 3.6967 1.6427 1.4178
17 C -3.9932 -3.7318 -7.7867
18 C 5.2096 -1.9972 -2.6257
19 C -5.5198 -0.9983 -0.3609
20 C 6.3103 2.4492 1.9769
21 C 6.9212 5.2599 7.8940
22 C 2.2205 -2.7735 -3.0625
23 C 0.9549 -0.3189 -1.1880
24 C -5.6237 2.6734 -1.9376
25 C 6.1743 -1.4738 -1.4617
26 C -5.5756 4.0540 -1.8286
27 C 0.7481 -3.2698 -2.8024
28 C 1.4452 -0.9027 0.2270
29 C 4.1190 1.8402 2.6777
30 C -7.7968 2.9194 -2.9110
31 C -1.6491 -0.5512 -1.2248
32 C 0.0114 -3.1518 -0.3642
33 C -5.3893 -2.3711 -0.5008
34 C 5.9019 2.2509 0.6652
35 C -7.3696 -2.7574 0.5768
36 C -6.7599 2.0987 -2.4900
37 C 4.7997 5.7337 6.8927
38 C -0.2982 -1.1272 -1.8487
39 C -3.9405 -3.0312 -5.6104
40 C 0.0593 0.1057 5.7859
41 C 1.5419 -1.1962 7.1405
42 C -7.6503 4.2892 -2.7620
43 C 1.0567 -2.4133 0.5660
44 C 1.1712 0.5456 5.0861
45 C 5.4037 2.2416 3.0067
46 C 4.6453 4.3702 6.7009
47 C -7.5940 -1.4029 0.7633
48 C -2.2344 0.7754 -1.9694
49 C 2.5886 -0.6958 6.3829
50 C 3.2836 -2.9776 -1.8644
51 C -3.7389 -1.4082 -7.3378
52 C -3.8413 -2.4391 -8.2615
53 C 0.2532 -0.7838 6.8331
54 C 4.5945 1.8525 0.4395
55 C -0.3070 -0.6436 -3.4131
56 C 6.6744 3.9178 7.6545
57 C -6.6468 -0.5088 0.2839
58 C -3.7899 -1.7058 -5.9840
59 C 5.9620 6.1832 7.5027
60 H 7.8396 5.5757 8.3732
61 H -3.7134 -0.9266 -5.2362
62 H -8.6981 2.5046 -3.3455
63 H 6.1681 -0.3183 -1.5139
64 H 6.5836 2.4027 -0.1627
65 H 3.4880 -2.0190 -1.2588
66 H 5.7454 -1.7236 -0.4136
67 H 2.0187 -3.0597 0.6089
68 H -4.7614 -0.3296 -0.7458
69 H 3.3753 1.6613 3.4473
70 H -0.5922 -1.1523 7.4041
71 H 1.0706 1.2389 4.2564
72 H -8.0791 -3.4958 0.9369
73 H 0.2579 -4.2810 -0.3688
74 H -4.0807 -4.5711 -8.4692
75 H 6.1191 7.2431 7.6715
76 H 4.2272 1.6874 -0.5692
77 H -4.7104 4.5505 -1.4003
78 H 1.5718 1.5422 -0.9522
79 H 2.6428 -3.4187 -3.9316
80 H -6.8364 1.0211 -2.5911
81 H -0.9326 0.4488 5.5191
82 H -6.7857 0.5596 0.4118
83 H 2.2304 -1.6994 -3.5032
84 H 1.8864 -0.3381 -1.8782
85 H 2.5852 -0.7196 0.3053
86 H 7.3955 3.1579 7.9389
87 H 4.0309 6.4265 6.5737
88 H -8.4854 -1.0555 1.2708
89 H -1.0420 -3.0602 0.1019
90 H -3.8043 -2.2429 -9.3260
91 H -4.7952 2.0629 -1.5989
92 H -1.4431 1.5398 -2.2555
93 H -3.6201 -0.3826 -7.6702
94 H 0.8119 -4.3878 -2.4895
95 H -1.0703 -2.9963 -2.0521
96 H 0.9783 -0.2295 1.0454
97 H 0.6496 -2.4341 1.6510
98 H 7.2503 -1.8398 -1.5999
99 H 3.0214 -3.8678 -1.1702
100 H -8.4318 4.9724 -3.0789
101 H -4.5289 -2.8024 -0.9996
102 H -3.9820 -3.3146 -4.5633
103 H 3.7527 3.9692 6.2313
104 H 5.6886 2.3875 4.0417
105 H 1.7294 -1.8901 7.9505
106 H 7.3258 2.7625 2.1943
107 H 3.6143 -0.9858 6.5866
108 H 0.1965 -3.3085 -3.8220